Record 1
C16H22CdFO6 | the ωB97M-V functional and the def2-TZVPD basis

```
46
C16H22CdFO6 (the ωB97M-V functional and the def2-TZVPD basis)
Cd 8.76 -14.75 -27.87
F 7.79 -16.41 -28.49
C 5.14 -19.81 -26.73
C 6.20 -19.11 -27.27
C 7.30 -19.78 -27.79
C 7.31 -21.17 -27.81
C 6.25 -21.87 -27.24
C 5.16 -21.21 -26.70
O 4.11 -21.86 -26.12
O 8.35 -19.11 -28.36
H 4.29 -19.30 -26.30
H 6.15 -18.03 -27.29
H 8.18 -21.70 -28.19
H 6.33 -22.95 -27.23
H 4.09 -22.77 -26.41
H 8.14 -18.16 -28.40
C 3.84 -19.60 -31.20
C 4.04 -18.38 -30.59
C 5.30 -17.81 -30.58
C 6.37 -18.46 -31.17
C 6.17 -19.66 -31.82
C 4.90 -20.23 -31.83
O 4.76 -21.40 -32.53
O 5.45 -16.57 -29.99
H 2.86 -20.05 -31.27
H 3.24 -17.89 -30.05
H 7.36 -18.03 -31.13
H 6.96 -20.15 -32.37
H 4.00 -21.91 -32.21
H 6.26 -16.57 -29.46
C 11.84 -15.88 -28.63
O 10.47 -15.58 -28.99
C 10.40 -14.98 -30.31
C 8.97 -14.71 -30.75
O 8.27 -13.87 -29.81
C 7.27 -13.02 -30.40
H 11.82 -16.62 -27.83
H 12.35 -14.99 -28.28
H 12.35 -16.31 -29.49
H 10.84 -15.64 -31.05
H 10.96 -14.04 -30.27
H 8.43 -15.64 -30.91
H 9.06 -14.18 -31.70
H 6.96 -12.29 -29.66
H 6.41 -13.62 -30.71
H 7.68 -12.49 -31.26
```

## Properties
Electronic energy, eV: -36507.0106
Total charge: +1
Strongest force on any atom, eV/Å: 0.80

---

Record 2
C52H89N13 | the ωB97M-V functional and the def2-TZVPD basis

```
154
C52H89N13 (the ωB97M-V functional and the def2-TZVPD basis)
C -0.66 -3.48 2.68
C 0.77 -3.07 2.84
C 1.71 -4.30 3.05
C 1.20 -5.24 4.00
N 0.87 -6.06 4.76
H -0.75 -3.99 1.73
H -1.20 -2.53 2.66
H -1.04 -4.05 3.52
H 0.79 -2.35 3.66
H 1.16 -2.50 2.00
H 2.73 -4.00 3.30
H 1.92 -4.89 2.16
C -5.48 -3.58 3.21
C -6.27 -3.67 1.97
C -5.38 -4.01 0.76
C -4.18 -3.09 0.66
N -3.28 -2.35 0.66
H -6.12 -3.60 4.09
H -5.00 -2.61 3.30
H -4.80 -4.43 3.34
H -6.67 -2.69 1.71
H -7.09 -4.38 2.10
H -5.99 -3.97 -0.14
H -4.96 -5.01 0.83
C 3.87 5.03 5.69
C 4.60 5.43 4.46
C 4.92 4.42 3.35
C 3.75 3.63 2.91
N 2.90 2.97 2.55
H 2.80 4.89 5.53
H 4.12 5.63 6.57
H 4.28 4.04 5.92
H 5.51 5.91 4.82
H 4.08 6.27 4.00
H 5.67 3.71 3.69
H 5.25 4.85 2.40
C -0.42 4.26 1.91
C -1.23 5.54 2.12
C -2.44 5.63 1.14
C -3.26 4.42 1.00
N -3.91 3.46 0.94
H 0.38 4.23 2.65
H 0.04 4.18 0.93
H -1.11 3.42 1.79
H -0.66 6.45 1.96
H -1.55 5.47 3.16
H -2.09 5.79 0.12
H -3.08 6.50 1.30
C -2.54 -4.89 -1.59
C -2.40 -5.90 -2.79
C -2.53 -5.14 -4.18
C -3.47 -4.03 -4.26
N -4.14 -3.11 -4.32
H -1.87 -4.04 -1.69
H -2.26 -5.47 -0.70
H -3.56 -4.51 -1.49
H -3.15 -6.70 -2.76
H -1.40 -6.33 -2.75
H -2.75 -5.89 -4.94
H -1.55 -4.77 -4.47
C 1.02 -4.43 -2.80
C 2.57 -4.62 -2.55
C 3.40 -4.36 -3.71
C 3.17 -5.05 -5.04
N 3.00 -5.53 -6.06
H 0.72 -4.85 -3.76
H 0.76 -3.38 -2.74
H 0.35 -4.92 -2.10
H 2.84 -5.59 -2.11
H 2.84 -3.87 -1.81
H 4.42 -4.66 -3.47
H 3.47 -3.27 -3.78
C -0.11 -0.86 -0.91
C -0.19 -0.02 0.38
C 0.98 0.96 0.79
C 1.28 1.89 -0.32
N 1.47 2.64 -1.19
H -0.35 -0.20 -1.75
H -0.98 -1.51 -0.96
H 0.83 -1.39 -1.07
H -0.29 -0.67 1.25
H -1.05 0.64 0.24
H 1.88 0.41 1.05
H 0.71 1.61 1.62
C -2.17 5.80 -2.60
C -1.23 4.63 -2.70
C 0.24 5.08 -3.00
C 0.41 6.10 -4.07
N 0.47 6.92 -4.86
H -2.39 6.21 -3.59
H -1.86 6.63 -1.95
H -3.12 5.42 -2.24
H -1.49 3.93 -3.49
H -1.36 4.11 -1.75
H 0.89 4.24 -3.23
H 0.60 5.60 -2.11
C 2.69 0.16 4.26
C 3.34 -0.75 5.36
C 4.84 -0.42 5.58
C 5.59 -1.27 6.55
N 6.19 -1.85 7.36
H 1.63 0.30 4.47
H 2.83 -0.11 3.22
H 3.04 1.17 4.46
H 3.17 -1.78 5.06
H 2.83 -0.59 6.31
H 5.21 0.57 5.85
H 5.42 -0.62 4.68
C -4.85 1.25 4.97
C -4.30 1.80 3.63
C -3.40 0.88 2.83
C -2.15 0.42 3.49
N -1.19 0.12 3.96
H -4.79 0.17 5.05
H -5.92 1.45 5.11
H -4.31 1.60 5.85
H -3.82 2.76 3.82
H -5.17 2.04 3.02
H -3.10 1.22 1.83
H -3.96 -0.04 2.67
C 0.07 -1.48 -5.07
C 0.85 -0.36 -5.78
C 1.72 -0.92 -6.86
C 3.04 -1.39 -6.32
N 4.05 -1.72 -5.84
H 0.59 -2.12 -4.36
H -0.51 -2.19 -5.67
H -0.70 -1.13 -4.38
H 1.51 0.21 -5.12
H 0.15 0.35 -6.22
H 2.11 -0.09 -7.46
H 1.32 -1.57 -7.64
C 6.08 1.32 -1.48
C 5.56 1.38 -2.95
C 4.09 0.86 -3.24
C 3.58 -0.27 -2.46
N 3.19 -1.20 -1.88
H 7.09 1.72 -1.37
H 6.24 0.28 -1.21
H 5.44 1.71 -0.69
H 6.23 0.72 -3.50
H 5.77 2.39 -3.30
H 4.17 0.47 -4.26
H 3.34 1.65 -3.13
N -4.30 2.00 -1.77
C -4.37 2.39 -3.11
C -3.89 1.33 -3.90
C -3.54 0.33 -2.98
C -3.73 0.78 -1.68
H -4.50 2.62 -1.00
H -4.60 3.42 -3.35
H -3.87 1.19 -4.98
H -3.23 -0.69 -3.16
H -3.52 0.40 -0.69
```

## Properties
Electronic energy, eV: -74726.4763
2S+1: 2
Total charge: +1
Strongest force on any atom, eV/Å: 5.34

---

Record 3
C3H4N2O2 | the ωB97M-V functional and the def2-TZVPD basis

```
11
C3H4N2O2 (the ωB97M-V functional and the def2-TZVPD basis)
N 1.46 -0.34 -1.73
C 1.09 0.01 -0.46
C 1.22 0.14 0.81
N -0.13 0.54 0.22
H 0.88 0.12 -2.43
H 1.49 -1.35 -1.87
H 1.63 -0.07 1.78
H -0.13 1.55 0.09
O -2.09 -1.14 1.74
C -2.47 -0.19 1.17
O -2.97 0.74 0.67
```

## Properties
Electronic energy, eV: -10248.4036
Structure (SMILES): NC1=CN1.O=C=O
Relative energy (zero: lowest compared OMol25 entry of this formula, charge and spin), eV: 3.862
Strongest force on any atom, eV/Å: 0.88